2 unconnected molecules or ions with the total composition C44H44N3O. Source: the OMol25 dataset; level of theory: ωB97M-V/def2-TZVPD.

Geometry as XYZ:
```
92
Properties=species:S:1:pos:R:3:forces:R:3
C -5.555529 4.232813 0.804706 0.22 -0.14 -0.11
C -7.022206 3.808214 0.751381 0.14 -0.32 0.29
N -7.187432 2.339476 0.770045 0.68 -0.61 0.45
C -8.384009 1.820925 0.082343 0.36 -0.18 0.07
C -8.881032 0.507853 0.686563 0.00 -0.06 0.24
C -7.736208 -0.504257 0.830365 -0.33 -0.10 -0.28
C -6.504415 0.096568 1.444238 -0.11 -0.36 0.09
C -6.270740 1.491857 1.388422 -1.29 1.03 -0.84
C -5.095930 2.020570 1.967151 0.50 0.03 0.12
C -4.204930 1.173225 2.575006 -0.54 0.06 -0.32
C -4.421203 -0.216561 2.643553 0.30 -0.38 0.26
C -3.492907 -1.093654 3.266431 -0.07 0.59 -0.06
C -2.314693 -0.658847 3.831637 -0.03 -0.09 0.00
C -1.362695 -1.453312 4.431024 0.22 0.59 0.12
C -0.176280 -0.928862 5.009429 -0.39 -0.27 -0.22
C 0.105684 0.450698 5.016863 0.54 -0.14 0.31
C 1.250945 0.957861 5.575904 -0.37 0.19 -0.35
C 2.181938 0.079567 6.172802 1.57 0.58 0.81
N 3.344880 0.582527 6.754245 -0.88 -0.38 -0.46
C 3.623608 2.032867 6.833949 -0.38 -0.28 0.00
C 2.975634 2.815878 5.692825 0.00 -0.11 -0.23
C 1.495844 2.440265 5.530427 0.08 0.44 0.13
C 4.372740 -0.302684 7.336584 -0.29 -0.04 -0.31
C 3.784791 -1.616670 7.850599 -0.22 -0.01 0.10
C 2.889452 -2.274210 6.789797 0.40 -0.22 0.13
C 1.917817 -1.311090 6.170852 -0.09 -0.38 0.10
C 0.763866 -1.788368 5.599168 0.26 0.56 0.11
C -5.595073 -0.724354 2.064279 -0.06 0.62 -0.05
C -4.800191 3.494240 1.920068 -0.03 0.42 0.08
H -5.077395 4.020560 -0.159351 -0.12 -0.10 0.10
H -5.473377 5.321210 0.942619 -0.16 -0.34 0.03
H -7.567324 4.216497 1.608020 0.02 0.09 0.05
H -7.510489 4.206172 -0.145136 0.16 -0.20 0.07
H -9.163092 2.589485 0.113951 0.13 -0.12 0.15
H -8.124143 1.682382 -0.971347 -0.08 -0.08 -0.10
H -9.316013 0.701770 1.674550 0.13 0.06 -0.07
H -9.694861 0.086754 0.079191 0.30 0.19 0.05
H -8.054704 -1.366828 1.432150 -0.01 0.22 -0.10
H -7.470403 -0.912020 -0.152541 -0.09 0.10 -0.01
H -3.322464 1.603123 3.009247 0.20 0.18 0.05
H -3.727444 -2.142976 3.301203 -0.12 -0.37 -0.04
H -2.122692 0.395228 3.804787 0.04 0.18 0.00
H -1.522321 -2.517511 4.459596 0.01 -0.35 0.06
H -0.586981 1.145513 4.581041 -0.10 0.22 -0.12
H 3.251190 2.389422 7.799678 -0.02 0.11 0.02
H 4.709786 2.179791 6.844416 -0.20 -0.13 -0.13
H 3.083162 3.897621 5.860105 -0.04 -0.35 0.09
H 3.509609 2.606658 4.757759 -0.06 -0.10 0.14
H 1.103265 2.838060 4.584714 0.15 -0.07 0.19
H 0.901789 2.918424 6.318126 0.12 -0.01 0.04
H 5.120414 -0.495565 6.560902 0.08 -0.10 0.02
H 4.885484 0.240929 8.137540 -0.22 -0.07 -0.07
H 4.586978 -2.302049 8.160896 -0.16 0.26 -0.20
H 3.192540 -1.421744 8.753255 0.02 0.07 -0.15
H 3.510287 -2.703046 5.994113 0.07 0.06 0.08
H 2.336781 -3.120013 7.221143 0.14 0.21 -0.03
H 0.566540 -2.845383 5.607960 -0.02 -0.33 0.03
H -5.783738 -1.781959 2.108684 -0.11 -0.35 0.02
H -3.716163 3.636773 1.809524 -0.27 0.00 -0.04
H -5.055250 3.929508 2.893469 -0.08 0.03 -0.08
C -1.462072 -1.311670 9.128653 0.26 0.05 0.15
C -2.541049 -0.485756 9.364840 -0.02 0.06 0.07
C -3.709283 -0.663792 8.654008 -0.40 0.09 -0.18
C -3.823225 -1.658517 7.687616 0.59 -0.25 0.05
C -5.110221 -1.820689 6.952947 -0.83 -0.02 -0.33
C -5.302916 -2.896872 6.068467 0.74 -0.17 0.05
N -6.481664 -3.146633 5.375697 -0.64 0.36 0.08
C -7.601062 -2.391091 5.518518 0.57 -0.13 0.11
C -8.773846 -2.633223 4.803677 -0.15 -0.79 -0.72
C -8.796408 -3.711425 3.883766 -0.36 0.28 0.06
C -9.967076 -3.946905 3.142228 -0.02 0.04 0.02
C -11.074700 -3.165176 3.325265 -0.01 -0.28 -0.25
C -11.065541 -2.119676 4.253236 0.03 0.17 0.18
C -9.941662 -1.850645 4.975723 0.28 -0.01 0.13
C -7.637654 -4.521805 3.774052 0.01 0.45 0.35
C -6.534115 -4.239564 4.501825 -0.29 0.07 -0.11
O -6.001973 -0.986476 7.164057 -0.33 0.71 0.33
C -2.720964 -2.474403 7.462520 -0.17 0.09 -0.09
C -1.556040 -2.304987 8.177856 0.21 -0.21 -0.05
H -0.552382 -1.187802 9.691644 0.19 0.02 0.11
H -2.473798 0.284887 10.116231 -0.03 0.12 0.08
H -4.559416 -0.030179 8.837839 -0.20 0.08 -0.01
H -4.502719 -3.593414 5.911222 -0.20 -0.35 -0.24
H -7.562740 -1.575073 6.213778 0.40 0.05 0.19
H -9.984824 -4.755052 2.432389 -0.01 -0.23 -0.16
H -11.971797 -3.363620 2.762962 -0.13 -0.05 -0.12
H -11.958094 -1.534377 4.406762 -0.09 0.09 0.01
H -9.937344 -1.054671 5.700632 0.06 0.18 0.14
H -7.660402 -5.379563 3.123194 0.17 -0.13 -0.09
H -5.666636 -4.871991 4.429035 0.29 0.17 0.25
H -2.772323 -3.245379 6.717210 0.06 -0.29 -0.16
H -0.720108 -2.962721 8.004285 0.17 -0.11 -0.05
```
Forces are in eV/Å.

Net charge: +1
Energy relative to the best compared isomer or geometry (same formula, charge and spin), kJ/mol: 0.0
LUMO, eV: -4.02
Energy, Ha: -1942.370949
HOMO, eV: -9.028
HOMO-LUMO gap, eV: 5.008
Max |F|, eV/Å: 1.86

These are the Löwdin partial charges, in e, on atoms 1 to 5: -0.1586, -0.1394, -0.0460, -0.1411, -0.1570

A molecular structure, C44H46As2N3O2RuS3. Source: the OMol25 dataset; level of theory: ωB97M-V/def2-TZVPD.

Geometry as XYZ:
```
101
Properties=species:S:1:pos:R:3:forces:R:3
Ru -1.150946 0.415624 1.597096 0.02 0.00 0.12
N -2.378337 0.454846 3.782315 0.03 0.00 -0.04
C -1.900743 -0.547923 4.747126 0.00 0.01 0.05
C -0.423653 -0.354450 5.066487 0.01 0.01 -0.01
C 0.508360 -0.941769 4.018159 -0.07 -0.11 0.05
O 1.432527 -1.663599 4.353004 0.01 0.06 -0.03
O 0.262719 -0.623934 2.781576 -0.06 0.00 -0.06
H -2.303788 1.385986 4.180881 0.01 0.02 0.00
H -3.356870 0.296224 3.565748 -0.01 0.00 -0.01
H -2.070628 -1.532090 4.307574 0.00 0.01 0.00
H -2.479787 -0.494284 5.674282 -0.01 0.00 -0.01
H -0.181927 -0.823712 6.018385 0.00 0.01 0.00
H -0.199827 0.714922 5.154901 -0.01 0.00 0.01
S -2.958340 -1.341144 1.492428 0.03 -0.01 0.01
C -2.683255 -2.734849 0.440961 0.02 -0.01 -0.04
C -3.720409 -3.672643 0.346066 0.00 -0.02 -0.01
C -3.611759 -4.775029 -0.482858 -0.01 0.02 0.03
C -2.463970 -4.970113 -1.242337 0.02 0.00 0.00
C -1.428807 -4.055097 -1.149289 -0.02 0.02 -0.02
C -1.523925 -2.942472 -0.314711 -0.04 -0.02 0.04
As -0.063633 -1.671085 -0.178216 -0.01 0.08 -0.02
C 0.639818 -1.840751 -1.998560 0.00 -0.03 0.00
C -0.079209 -1.242615 -3.030418 -0.02 0.01 0.01
C 0.343533 -1.347192 -4.345687 0.01 0.02 -0.02
C 1.506175 -2.045660 -4.647038 0.00 -0.01 0.01
C 2.230835 -2.640071 -3.625748 0.00 0.02 0.03
C 1.799677 -2.541498 -2.307009 0.01 -0.04 0.00
C 1.260413 -2.676485 0.807501 0.08 0.04 0.02
C 0.960404 -3.836009 1.505979 -0.03 -0.01 -0.01
C 1.940377 -4.455224 2.272506 0.00 0.00 -0.02
C 3.216087 -3.920416 2.339750 -0.01 0.02 0.01
C 3.518616 -2.758556 1.641434 -0.01 -0.02 0.01
C 2.541955 -2.134356 0.884597 -0.04 -0.01 -0.01
H -4.616676 -3.516401 0.933017 0.00 0.00 0.00
H -4.426964 -5.485759 -0.536218 -0.01 0.00 0.00
H -2.374294 -5.829194 -1.894072 0.00 0.00 0.00
H -0.529539 -4.200778 -1.736265 0.00 -0.01 0.00
H -0.980285 -0.690427 -2.804013 -0.02 0.02 0.01
H -0.232759 -0.881244 -5.136365 0.00 0.01 0.00
H 1.843247 -2.126243 -5.672717 0.00 0.00 0.00
H 3.137127 -3.188041 -3.851045 0.00 0.00 0.00
H 2.370784 -3.021122 -1.522389 0.00 0.01 -0.02
H -0.037913 -4.255226 1.462991 0.01 0.00 0.01
H 1.700098 -5.354386 2.825108 -0.01 0.00 0.01
H 3.971867 -4.397904 2.949514 0.00 -0.01 0.00
H 4.511582 -2.329947 1.699828 0.00 0.01 0.00
H 2.778145 -1.219683 0.348790 0.01 -0.04 0.03
S -1.353102 2.803488 2.319754 -0.02 -0.07 0.02
C -0.570285 3.867066 1.151573 0.08 -0.02 -0.06
C -1.118484 5.117103 0.865841 0.00 0.01 -0.01
C -0.507554 5.956267 -0.052363 -0.01 0.00 0.00
C 0.658097 5.568163 -0.701184 0.01 -0.01 0.00
C 1.214460 4.328373 -0.422130 -0.02 -0.01 0.01
C 0.607728 3.484721 0.498980 -0.01 0.03 0.01
As 1.235900 1.716432 0.931071 0.04 -0.07 0.03
C 2.536291 1.355337 -0.466247 -0.08 0.00 -0.10
C 3.887356 1.157161 -0.205614 0.02 0.07 0.00
C 4.748924 0.803010 -1.237115 0.01 0.02 0.05
C 4.266738 0.650445 -2.528186 -0.03 -0.01 -0.03
C 2.918486 0.852176 -2.793700 0.00 -0.01 0.02
C 2.054068 1.194345 -1.765377 0.03 0.02 0.06
C 2.360997 2.018414 2.476181 0.01 -0.03 0.03
C 2.856735 0.909000 3.156793 0.05 0.01 -0.04
C 3.650710 1.083956 4.281657 0.00 0.01 0.00
C 3.949785 2.363332 4.729393 -0.01 0.00 -0.01
C 3.455076 3.469377 4.051357 0.00 -0.01 0.01
C 2.659848 3.299740 2.926376 0.00 0.01 -0.01
H -2.032541 5.418151 1.361053 0.00 0.00 0.00
H -0.948966 6.921362 -0.267812 0.00 0.00 0.00
H 1.130886 6.227745 -1.417198 0.00 0.00 0.00
H 2.120756 4.011126 -0.924123 0.01 0.01 -0.01
H 4.268775 1.282211 0.800466 0.01 -0.02 0.00
H 5.800333 0.649663 -1.029123 0.00 0.00 0.01
H 4.940209 0.368923 -3.327741 0.00 0.00 -0.01
H 2.534463 0.716388 -3.796322 -0.01 0.00 -0.01
H 0.994906 1.327853 -1.961469 -0.01 0.01 -0.03
H 2.608547 -0.094615 2.832783 0.02 0.03 0.00
H 4.014234 0.213638 4.812464 0.00 -0.01 0.00
H 4.562760 2.499487 5.611358 0.00 0.00 0.00
H 3.684046 4.468167 4.400667 0.00 0.00 0.00
H 2.270102 4.165166 2.404659 -0.01 0.01 0.00
C -2.981773 3.653836 -3.542647 0.01 -0.03 0.01
C -2.202898 2.375714 -3.815706 -0.01 0.04 0.00
N -2.836271 1.185844 -3.258692 0.02 -0.03 -0.02
C -2.714960 0.784424 -1.979328 -0.08 -0.03 -0.05
S -1.792927 1.680064 -0.870688 0.02 0.07 0.01
N -3.318582 -0.349264 -1.624189 0.01 -0.02 -0.03
C -3.993346 -1.280033 -2.513659 -0.01 0.00 0.00
C -5.462161 -0.943132 -2.744037 0.01 0.01 0.01
H -2.470069 4.505806 -3.991709 0.00 0.00 0.00
H -3.056974 3.824823 -2.469506 -0.01 0.01 0.00
H -3.986853 3.595875 -3.963955 0.00 0.01 0.00
H -1.200260 2.447900 -3.395399 0.00 -0.01 0.00
H -2.104727 2.205887 -4.888990 0.01 -0.01 0.00
H -3.503731 0.704615 -3.839823 0.03 0.03 0.03
H -3.269865 -0.574093 -0.632949 -0.01 0.00 0.03
H -3.905501 -2.266593 -2.058056 0.02 0.00 0.00
H -3.441969 -1.329726 -3.457540 -0.01 -0.02 -0.01
H -6.004452 -0.963749 -1.798832 0.00 0.00 0.00
H -5.916454 -1.670554 -3.417487 0.00 0.00 0.00
H -5.592613 0.050961 -3.176579 0.00 0.00 0.00
```
Forces are in eV/Å.

Energy relative to the best compared isomer or geometry (same formula, charge and spin), kJ/mol: 0.0
LUMO (spin up / spin down), eV: 0.41 / -0.77
Energy, Ha: -7780.052192
HOMO (spin up / spin down), eV: -7.052 / -7.608
HOMO-LUMO gap (spin up / spin down), eV: 7.466 / 6.835
Multiplicity: 6
Expectation value of S²: 8.77
Max |F|, eV/Å: 0.14

These are the Löwdin partial charges, in e, on atoms 1 to 5: 0.7949, -0.1323, -0.2585, -0.0985, -0.6460